48
Properties=species:S:1:pos:R:3:forces:R:3:nbo_charge:R:1 method="wB97M-V/def2-TZVPD" total_charge=+1 orbital_gap_ev=8.4 homo_ev=-12.18 spin_multiplicity=1 relative_energy_kj_mol=156.5 total_energy_ha=-2473.1690
C 2.820 -4.383 -0.218 0.4 1.5 0.4 -0.651
C 1.539 -3.718 0.117 0.2 -0.1 1.8 0.115
C 1.360 -3.080 1.375 -1.2 0.2 -0.4 -0.211
C 0.070 -2.622 1.824 3.9 0.7 -0.6 0.299
C 0.009 -1.960 3.167 -1.5 1.2 -1.2 -0.678
N -0.937 -2.583 0.918 0.1 -1.4 -1.1 -0.321
C -2.257 -1.929 1.169 1.2 -2.5 1.3 -0.308
C -2.296 -0.480 0.887 -1.5 2.1 -2.4 0.650
O -3.433 -0.091 0.806 -0.7 0.9 0.6 -0.543
N -1.213 0.279 0.451 2.1 -3.2 1.4 -0.638
C -1.027 1.582 0.021 -2.9 0.7 -0.8 0.299
C -2.145 2.250 -0.568 -0.4 -0.4 -0.2 -0.294
C -1.965 3.436 -1.241 1.3 2.0 -1.3 0.068
Cl -3.427 4.087 -2.029 1.5 -0.2 0.6 0.059
C -0.623 4.053 -1.419 -1.6 -1.7 0.5 -0.327
S -0.223 5.514 -2.470 -0.5 2.4 -2.8 2.239
N 1.377 5.415 -2.658 1.7 0.5 1.8 -1.079
O -0.409 6.803 -1.796 -1.0 -2.4 0.1 -0.901
O -0.606 5.413 -3.890 -1.3 -0.8 2.4 -0.907
C 0.413 3.340 -0.771 -0.9 2.1 -1.2 -0.155
C 0.191 2.243 -0.008 1.0 -1.9 1.0 -0.363
S 1.556 1.460 0.911 -0.3 -1.5 2.8 2.214
N 2.884 2.527 0.876 -0.4 -2.4 -2.2 -1.014
O 1.229 1.421 2.340 -0.6 0.5 -1.3 -0.955
O 1.723 0.093 0.412 0.7 1.5 -0.8 -0.948
C -0.758 -3.230 -0.282 -0.3 -0.5 -1.1 0.316
C -1.857 -3.328 -1.333 0.0 2.1 0.8 -0.669
C 0.444 -3.847 -0.679 -1.9 0.7 0.2 -0.244
H 2.895 -4.686 -1.228 0.1 0.3 -1.3 0.237
H 3.643 -3.716 0.086 0.0 -0.6 -0.2 0.243
H 2.878 -5.315 0.272 0.2 -1.0 1.2 0.253
H 2.274 -2.887 1.955 -0.8 -0.2 0.2 0.249
H 0.760 -2.259 3.819 1.6 -0.9 0.8 0.256
H 0.096 -0.846 3.150 -0.3 -0.7 -0.4 0.282
H -0.911 -2.252 3.627 -0.7 0.1 0.6 0.230
H -3.051 -2.514 0.639 0.8 1.1 0.3 0.279
H -2.486 -2.125 2.224 0.1 0.4 -0.1 0.266
H -0.356 -0.310 0.451 -0.4 1.1 0.1 0.426
H -3.204 1.855 -0.656 1.7 0.1 0.6 0.291
H 1.669 6.169 -2.003 0.6 -0.8 -0.7 0.405
H 1.540 5.719 -3.617 0.1 -0.3 0.1 0.430
H 1.434 3.614 -0.882 0.6 0.7 -0.2 0.271
H 3.728 2.021 1.209 -0.8 0.5 -0.2 0.428
H 2.533 3.211 1.492 0.2 1.2 1.2 0.405
H -2.680 -2.589 -1.249 0.7 -0.3 0.0 0.237
H -1.329 -3.088 -2.241 -0.3 -0.4 -0.6 0.252
H -2.332 -4.275 -1.332 -0.1 -1.1 -0.2 0.257
H 0.458 -4.391 -1.628 0.0 0.3 0.4 0.249